Record 1
DFT (ωB97M-V/def2-TZVPD) results for a cluster of 10 separate species, C35H57FO30 in total at a distorted geometry.

Output
lowest unoccupied orbital energy (spin up / spin down)	1.642 / 1.571	eV
2S+1	2
charge	-1
gap between HOMO and LUMO (spin up / spin down)	1.4 / 10.1	eV

Geometry (Å):
C -2.23222 -0.43907 -13.72328
C -1.38428 -0.47905 -12.36610
O -0.03238 -0.48083 -12.85166
C -0.05554 -1.03702 -14.08975
O 0.99658 -1.46509 -14.62648
O -1.31898 -1.22282 -14.50917
F -1.58802 -1.68951 -11.79244
H -2.51062 0.57389 -14.01401
H -3.18764 -0.89196 -13.45840
H -1.61340 0.32937 -11.67179
C -2.41234 -3.14951 -16.63709
O -3.35556 -3.85186 -17.57534
C -4.37441 -3.24746 -18.06659
O -4.83832 -2.19772 -17.72861
O -4.96608 -4.09285 -18.92512
C -6.32238 -3.97430 -19.32142
H -1.48572 -3.71569 -16.73157
H -2.87242 -3.37122 -15.67414
H -2.06259 -2.11902 -16.69930
H -6.54867 -4.94003 -19.77338
H -6.43582 -3.26407 -20.14045
H -7.07181 -3.89389 -18.53402
C 6.71190 -1.21092 -11.01745
O 6.29117 -0.30010 -11.94053
C 4.94581 -0.29443 -12.48938
O 4.07995 -1.14073 -12.44364
O 4.82670 0.87116 -13.08240
C 3.93996 1.06483 -14.25596
H 6.24112 -2.18764 -10.90575
H 6.55361 -0.76296 -10.03644
H 7.77494 -1.35599 -11.20980
H 3.78568 2.13454 -14.39751
H 3.02036 0.48140 -14.21065
H 4.40673 0.69858 -15.17034
C -4.48192 3.78697 -10.75168
O -3.07478 3.88694 -10.47060
C -2.19544 3.17451 -11.14509
O -2.35692 2.49969 -12.11578
O -1.04091 3.26117 -10.51777
C 0.05418 2.29995 -10.87129
H -4.87739 4.67414 -11.24630
H -5.03734 3.69622 -9.81821
H -4.66383 2.90218 -11.36173
H 0.94690 2.86051 -10.59391
H 0.01369 2.29409 -11.96052
H -0.04474 1.29777 -10.45424
C 0.09043 1.37875 -7.42907
O -1.02269 0.78325 -6.89655
C -2.10173 0.50609 -7.65594
O -2.19654 0.52093 -8.88496
O -3.06121 -0.17672 -6.88234
C -4.35757 -0.34442 -7.54782
H 0.28445 1.08024 -8.45929
H 0.98997 0.84696 -7.11901
H 0.23133 2.44015 -7.22492
H -4.40993 -1.10736 -8.32453
H -4.82799 0.52651 -8.00419
H -5.03369 -0.71164 -6.77574
C -4.73562 -3.05633 -11.09052
C -6.19821 -2.68538 -11.26051
C -7.20531 -3.69031 -10.63063
O -7.94200 -2.86061 -9.78192
C -7.41864 -1.65551 -9.68690
O -7.83554 -0.72249 -8.94205
O -6.41852 -1.50454 -10.64029
H -4.12961 -2.29135 -11.57595
H -4.43252 -4.06049 -11.38700
H -4.52380 -2.96245 -10.02543
H -6.33367 -2.34436 -12.28689
H -6.87210 -4.61639 -10.16218
H -7.83471 -4.01075 -11.46086
C -5.15686 2.07137 -13.94673
C -6.56184 1.54543 -14.42321
C -6.55694 0.30738 -15.30898
O -7.47183 -0.55637 -14.66958
C -7.75766 -0.10982 -13.50230
O -8.41286 -0.78934 -12.69220
O -7.21716 1.08991 -13.29561
H -4.50171 2.35624 -14.76997
H -4.59024 1.29907 -13.42653
H -5.25396 3.03994 -13.45629
H -7.06697 2.38216 -14.90573
H -5.64160 -0.27251 -15.42721
H -6.99739 0.56996 -16.27082
C 1.78966 -4.16338 -12.06282
C 0.73455 -5.22814 -12.63496
C -0.34111 -4.83924 -13.64494
O -0.32646 -5.75709 -14.67432
C 0.73125 -6.54826 -14.53591
O 0.93978 -7.49472 -15.22913
O 1.49807 -6.12841 -13.46893
H 2.02552 -3.37644 -12.77920
H 2.76062 -4.60306 -11.83473
H 1.41010 -3.67870 -11.16330
H 0.13938 -5.78592 -11.91195
H -0.09411 -3.85808 -14.05041
H -1.30180 -4.81381 -13.13061
C -4.10576 3.27093 -17.26129
C -2.82069 2.65939 -17.38727
C -1.61317 3.40680 -17.74409
O -0.65099 3.15322 -16.80633
C -1.17871 2.42690 -15.78442
O -0.48960 2.15528 -14.82241
O -2.41755 2.13747 -16.05370
H -4.74422 2.39731 -17.12993
H -4.47134 3.67066 -18.20716
H -4.05998 4.05398 -16.50443
H -2.86788 1.90236 -18.17008
H -1.90064 4.44459 -17.91276
H -1.23958 2.90564 -18.63704
C 6.30487 -3.32632 -14.08825
C 4.92333 -3.92663 -14.31212
C 3.92939 -3.09630 -15.05213
O 3.42658 -4.09556 -15.99985
C 4.02738 -5.25153 -15.92766
O 3.75378 -6.19413 -16.68071
O 4.94450 -5.13345 -14.96948
H 6.70137 -3.18003 -15.09298
H 7.07007 -3.97162 -13.65680
H 6.49420 -2.49560 -13.40842
H 4.54364 -4.13514 -13.31189
H 4.46514 -2.31691 -15.59400
H 3.09083 -2.75241 -14.44660

Record 2
DFT (ωB97M-V/def2-TZVPD) results for a cluster of 2 separate species, C3H8N3 in total at a distorted geometry.

Output
lowest unoccupied orbital energy (spin up / spin down)	-6.682 / -6.681	eV
energy relative to the best compared isomer or geometry (same formula, charge and spin)	165.1	kcal/mol
2S+1	1
charge	+1
gap between HOMO and LUMO (spin up / spin down)	4.3 / 4.3	eV

Geometry (Å):
C 2.24582 -0.74284 -1.10547
C 3.40406 0.85925 0.28120
C -2.06114 0.87556 -0.30790
N 2.92868 -0.08710 -0.43643
N -0.62594 -0.88344 0.49749
N -1.70703 -0.44755 0.10250
H 1.45204 -1.43223 -0.73466
H 4.31176 0.69516 0.86106
H 2.89746 1.75764 0.43212
H -2.43464 1.59581 0.46826
H -1.07443 1.34885 -0.64288
H -2.93121 0.94445 -1.04338
H -0.58952 -1.85173 0.79340
H -2.53503 -1.15987 0.02985

Record 3
DFT (ωB97M-V/def2-TZVPD) results for a cluster of 2 separate species, C11H11N in total at a distorted geometry.

Output
lowest unoccupied orbital energy	0.960	eV
structure (SMILES)	c1ccccc1.c1ccncc1
energy relative to the best compared isomer or geometry (same formula, charge and spin)	71.5	kcal/mol
2S+1	1
gap between HOMO and LUMO	10.1	eV

Geometry (Å):
C -3.49844 -0.82393 -0.99600
C -3.61914 0.61779 -1.01180
C -3.08105 1.28259 0.10918
C -2.36150 0.55215 1.17325
C -2.17277 -0.76871 1.01930
C -2.73164 -1.47957 -0.07103
H -4.23459 -1.39525 -1.67767
H -4.14725 1.17152 -1.75038
H -3.40734 2.28092 0.31558
H -2.02254 0.95127 2.07944
H -1.44459 -1.38903 1.64370
H -2.47251 -2.52244 -0.20630
C 3.62610 1.10331 -0.32179
C 2.31722 1.05149 0.24808
C 1.81549 -0.16779 0.37387
N 2.63473 -1.35108 0.35058
C 3.86929 -1.12045 -0.22560
C 4.43511 0.12313 -0.52852
H 4.05784 2.07437 -0.39689
H 1.75489 1.90189 0.29815
H 0.78523 -0.41930 0.85316
H 4.54818 -1.88565 -0.42477
H 5.34927 0.21279 -0.85356

Record 4
DFT (ωB97M-V/def2-TZVPD) results for a structure of composition C2H2F2OS at a distorted geometry.

Output
lowest unoccupied orbital energy	-0.866	eV
energy relative to the best compared isomer or geometry (same formula, charge and spin)	55.2	kcal/mol
2S+1	1
gap between HOMO and LUMO	9.4	eV

Geometry (Å):
C 0.60866 -0.02680 0.07915
C -0.73409 -0.06521 -0.55968
O 3.08020 -0.01475 0.50104
F -1.53155 0.95862 -0.17559
F -1.40578 -1.17433 -0.05605
S 2.12924 -0.03062 -0.56588
H 0.51657 -0.01384 1.47976
H -0.75468 0.05748 -1.58007

Record 5
DFT (ωB97M-V/def2-TZVPD) results for a structure of composition C3H2Br3F at a distorted geometry.

Output
lowest unoccupied orbital energy	0.177	eV
energy relative to the best compared isomer or geometry (same formula, charge and spin)	32.9	kcal/mol
2S+1	1
gap between HOMO and LUMO	10.2	eV

Geometry (Å):
C -1.57864 0.12312 0.04979
C -0.40989 0.62971 -0.11407
C 1.18393 -0.54497 0.10964
F 1.53603 -0.36389 1.42525
Br 0.19620 2.36884 -0.25860
Br 0.70914 -2.33860 -0.32973
Br 2.57354 0.13795 -1.08547
H -2.34071 0.91865 -0.15166
H -1.86961 -0.93081 0.35485

Record 6
DFT (ωB97M-V/def2-TZVPD) results for a structure of composition C32H26AgN4O2Se.

Output
lowest unoccupied orbital energy	2.420	eV
energy relative to the best compared isomer or geometry (same formula, charge and spin)	0.0	kcal/mol
2S+1	1
charge	-1
gap between HOMO and LUMO	6.6	eV

Geometry (Å):
Ag -0.48274 -0.49969 0.37539
C 1.25428 2.89480 0.68756
O 0.42474 2.60386 1.81857
C -0.88870 2.98171 1.76133
C -1.38718 3.69343 2.84653
C -2.71556 4.07902 2.88230
C -3.56055 3.76449 1.82493
C -3.07458 3.05378 0.74264
C -1.74201 2.65011 0.70073
N -1.21142 1.84383 -0.33833
N -1.78804 2.01620 -1.43736
C -1.36219 1.30453 -2.52400
C -0.24685 0.43783 -2.53857
O 0.50805 0.15960 -1.54454
C 0.08521 -0.16709 -3.81609
C -0.62644 0.05083 -4.93911
C -1.76603 0.91669 -4.93853
C -2.50705 1.14686 -6.11238
C -3.58847 1.99016 -6.11090
C -3.94722 2.62912 -4.91335
C -3.23986 2.41864 -3.75647
C -2.12438 1.55028 -3.72948
H 0.95857 3.84591 0.23823
H 1.20056 2.10876 -0.06320
H 2.26795 2.98400 1.07724
H -0.70716 3.92075 3.65769
H -3.09380 4.61975 3.74078
H -4.60322 4.05473 1.85516
H -3.72061 2.76715 -0.07574
H 0.95752 -0.80929 -3.81769
H -0.34461 -0.42381 -5.87357
H -2.20096 0.63948 -7.02102
H -4.15658 2.16263 -7.01622
H -4.79764 3.30090 -4.90057
H -3.52907 2.92018 -2.84494
N 1.69973 -2.53828 -1.71398
C 1.81350 -3.45822 -0.69736
C 1.69736 -4.81554 -0.90536
C 1.83056 -5.72871 0.15628
C 2.07838 -5.30685 1.43106
C 2.20135 -3.92043 1.68644
C 2.41434 -3.39291 2.98160
C 2.49678 -2.04549 3.16114
C 2.37108 -1.20701 2.03263
N 2.17874 -1.65232 0.81922
C 2.08134 -2.99412 0.63032
H 1.12522 -2.84565 -2.48294
H 1.47560 -1.58878 -1.43152
H 1.48911 -5.18262 -1.90398
H 1.71925 -6.78572 -0.05503
H 2.16572 -6.00615 2.25353
H 2.47964 -4.07353 3.82302
H 2.60839 -1.60935 4.14538
H 2.40811 -0.12904 2.15655
Se -1.64548 -1.93936 2.06529
C -0.84464 -1.37850 3.69600
C -0.75435 -2.27874 4.76224
C -0.17710 -1.90696 5.96725
C 0.32030 -0.62101 6.14591
C 0.22184 0.28622 5.09839
C -0.35422 -0.08582 3.89348
H -1.12986 -3.28625 4.62618
H -0.11541 -2.62866 6.77430
H 0.76944 -0.33001 7.08765
H 0.59785 1.29669 5.21613
H -0.42133 0.63254 3.08543

Record 7
DFT (ωB97M-V/def2-TZVPD) results for the ion C10H18BrFN2O with charge +2 at a distorted geometry.

Output
lowest unoccupied orbital energy	-6.400	eV
structure (SMILES)	C[N+]1(C)C(OCCC[NH3+])=CC=C(Br)[C@H]1F
energy relative to the best compared isomer or geometry (same formula, charge and spin)	9.1	kcal/mol
2S+1	1
charge	+2
gap between HOMO and LUMO	8.1	eV

Geometry (Å):
C 1.93456 1.44670 -1.55126
N 1.82409 1.04596 -0.09606
C 1.20689 2.23119 0.54723
C 1.04598 -0.24699 -0.06116
O -0.23147 0.07886 -0.08366
C -1.22771 -0.83694 0.20728
C -2.61337 -0.23805 0.10549
C -3.77121 -1.19733 0.54357
N -5.04521 -0.74907 0.05101
C 1.65224 -1.43892 -0.17273
C 3.04233 -1.60836 -0.21742
C 3.78269 -0.51527 -0.00871
Br 5.68629 -0.68979 0.01344
C 3.16551 0.74466 0.54675
F 3.96766 1.88916 0.43502
H 2.84061 1.99995 -1.70554
H 1.88294 0.57423 -2.29627
H 0.90807 2.03470 -1.73253
H 1.93331 2.96217 0.45555
H 0.29180 2.45413 0.07853
H 1.02979 1.84478 1.63548
H -0.96753 -1.75780 -0.45866
H -1.02540 -1.37343 1.24013
H -2.72512 0.76327 0.64505
H -2.69933 0.14715 -0.97430
H -3.71943 -1.28364 1.68166
H -3.42263 -2.19193 0.11645
H -5.10245 -0.35735 -0.90588
H -5.46577 0.10861 0.66597
H -5.76640 -1.58842 -0.03838
H 1.04376 -2.24663 -0.03768
H 3.59631 -2.55913 -0.27565
H 2.94819 0.55354 1.64729